# 1
Formula: C2H9N3
Source: the Open Molecules 2025 dataset
Level of theory: wB97M-V/def2-TZVPD

Values from the calculation:
* net charge: 0
* E_HOMO: -7.83 eV
* HOMO-LUMO gap: 8.832 eV
* ΔE to the lowest compared entry with this formula, charge and spin: 54.3 kcal per mole
* E_tot: -6688.1555 eV

Geometry (Å):
N1 -0.41486 0.97158 -1.18520
N2 -1.03590 -1.31873 0.09066
N3 -0.61176 0.78850 1.12453
C1 1.49647 0.03556 0.01393
C2 0.03191 0.37623 -0.02943
H1 -1.39705 1.20799 -1.19366
H2 -1.40784 0.01074 1.08303
H3 1.80830 -0.44086 -0.91362
H4 0.12174 0.86150 -2.03206
H5 -1.75570 -1.65324 -0.54790
H6 2.07931 0.95158 0.14632
H7 -0.63588 -2.04202 0.68617
H8 1.70000 -0.63220 0.84750
H9 0.02126 0.88335 1.90973

Forces on the atoms, in the same order (eV/Å):
0.55 0.10 0.50
0.31 0.93 0.19
-0.99 0.14 -0.10
-0.15 0.03 -0.14
-0.97 -1.30 -0.67
0.32 0.07 -0.31
1.50 1.11 1.03
0.03 -0.03 0.03
-0.53 -0.21 0.05
0.70 -0.30 -0.25
-0.07 0.01 0.01
-0.21 -0.08 -0.42
-0.02 -0.03 -0.04
-0.46 -0.45 0.11



# 2
Formula: C25H28N2O6
Source: the Open Molecules 2025 dataset
Level of theory: wB97M-V/def2-TZVPD

Values from the calculation:
* net charge: 0
* E_HOMO: -8.80 eV
* SMILES: COc1cccc([C@@H]2N[C@@](CC(C)C)(C(=O)O)[C@H]3C(=O)N(Cc4ccccc4)C(=O)[C@@H]23)c1O
* HOMO-LUMO gap: 9.256 eV
* ΔE to the lowest compared entry with this formula, charge and spin: 1.2 kcal per mole
* E_tot: -41646.6564 eV

Geometry (Å):
O1 1.69536 1.59638 0.45953
O2 2.09164 -2.02533 -1.57776
O3 0.55933 1.95035 -3.12551
O4 0.41299 3.18263 -0.42879
O5 -0.93795 -2.50189 2.51315
O6 -3.27981 -3.42112 3.32596
N1 -0.11020 -0.14970 0.68611
N2 1.62592 0.05851 -2.40222
C1 -1.79330 -1.93465 0.36455
C2 -1.98327 -2.45733 1.64118
C3 0.56109 2.05628 -0.05468
C4 -0.40491 -1.42541 0.03829
C5 5.14915 1.26765 0.00030
C6 -3.24448 -2.92355 2.04489
C7 -4.49867 -3.93376 3.80461
C8 3.72187 1.17533 -1.92920
C9 -0.16298 -1.08823 -1.42937
C10 -2.88449 -1.86535 -0.49370
C11 -1.15104 2.77490 2.29556
C12 5.05217 2.64855 0.00757
C13 0.57080 0.94925 -2.46679
C14 -4.31462 -2.85062 1.17205
C15 4.28703 3.29285 -0.94900
C16 -1.92270 1.58857 0.15095
C17 -0.54236 0.38217 -1.60024
C18 -0.54632 0.96703 -0.14580
C19 -2.26577 2.00221 1.59638
C20 -4.12612 -2.31715 -0.09386
C21 4.48285 0.53159 -0.96281
C22 3.62238 2.55984 -1.91533
C23 -2.74581 0.83818 2.46882
C24 2.94369 0.36904 -2.93682
C25 1.32109 -1.12382 -1.77573
H1 4.19834 4.36852 -0.93859
H2 -1.24347 -2.95053 3.31378
H3 5.56813 3.22196 0.76375
H4 -1.50435 0.56113 -2.07969
H5 5.74027 0.76154 0.74971
H6 -4.84551 -4.77296 3.19430
H7 -2.69874 0.89557 -0.18415
H8 0.32219 -2.16610 0.39495
H9 -4.29481 -4.28197 4.81583
H10 4.54368 -0.54737 -0.96379
H11 -0.47747 -0.11315 1.62787
H12 -1.92545 0.21963 2.82571
H13 -5.27146 -3.15978 3.83642
H14 -4.96392 -2.25672 -0.77100
H15 -0.27556 2.15130 2.46539
H16 -3.25546 1.22952 3.34715
H17 -3.12012 2.68242 1.49421
H18 -0.68398 -1.76931 -2.10313
H19 3.00896 3.06005 -2.64954
H20 -1.96907 2.48414 -0.47361
H21 2.79484 0.93637 -3.85868
H22 -5.29205 -3.19931 1.46308
H23 -0.84929 3.63257 1.70146
H24 3.43705 -0.58248 -3.14723
H25 -3.44341 0.20437 1.92451
H26 1.53699 0.65614 0.72639
H27 -1.50167 3.13150 3.26210
H28 -2.77149 -1.45923 -1.48584

Forces on the atoms, in the same order (eV/Å):
0.44 0.14 0.13
0.15 -0.20 0.08
0.04 0.18 -0.09
0.03 0.24 -0.06
0.01 0.03 -0.03
0.43 0.30 -0.48
0.01 -0.24 0.19
0.31 -0.02 -0.25
0.14 -0.07 0.29
-0.35 -0.11 -0.10
-0.27 -0.36 0.38
0.10 -0.44 -0.02
0.03 -0.05 0.08
0.18 -0.01 0.12
-0.28 -0.14 0.17
0.08 -0.01 -0.13
-0.09 -0.17 0.34
-0.04 -0.09 0.07
-0.31 0.11 -0.13
0.03 0.07 0.05
-0.42 -0.29 -0.24
0.01 -0.07 0.23
0.02 0.06 0.02
0.04 0.09 0.13
-0.08 0.07 -0.04
-0.01 0.52 -0.07
0.08 -0.11 0.00
-0.04 0.07 -0.14
0.00 -0.01 -0.06
0.05 -0.06 -0.06
-0.06 0.23 -0.17
0.13 0.07 0.00
-0.29 0.03 0.02
-0.01 0.10 0.01
0.00 0.03 0.01
0.04 0.05 0.06
0.07 0.02 0.02
0.06 -0.04 0.06
0.01 0.04 0.01
0.03 0.01 -0.10
-0.12 0.10 -0.19
-0.08 0.01 -0.07
0.01 -0.13 -0.02
0.03 0.02 -0.02
0.07 -0.13 0.10
0.03 -0.03 -0.02
-0.08 0.00 -0.06
0.16 -0.07 0.07
-0.03 -0.01 0.13
0.06 -0.05 -0.01
0.04 0.03 -0.02
-0.08 0.05 -0.09
-0.03 -0.07 -0.08
0.03 -0.12 0.07
-0.09 -0.05 0.07
0.11 0.09 0.01
-0.07 0.12 -0.03
-0.08 -0.13 -0.02
-0.20 0.32 -0.14
0.03 0.00 0.13
0.05 0.06 -0.14



# 3
Formula: C9H23F3NO7PS3
Source: the Open Molecules 2025 dataset
Level of theory: wB97M-V/def2-TZVPD

Values from the calculation:
* net charge: 0
* E_HOMO: -8.69 eV
* HOMO-LUMO gap: 9.150 eV
* ΔE to the lowest compared entry with this formula, charge and spin: 59.1 kcal per mole
* E_tot: -75470.0387 eV

Geometry (Å):
S1 -1.65138 -1.55005 -1.64774
S2 -2.36700 2.74611 6.25560
S3 4.79241 -2.26921 -3.65509
P1 0.06429 1.05650 -2.29079
F1 -0.79889 -3.98969 -2.12536
F2 0.80310 -2.46933 -2.47709
F3 0.18785 -3.12104 -0.31634
O1 4.03909 -1.58044 -4.74607
O2 -0.27835 1.03698 1.15631
O3 -2.13419 -1.57921 -3.08140
O4 -1.91455 1.52958 5.51631
O5 0.25609 0.18339 -3.73893
O6 -2.72068 -2.14641 -0.75398
O7 -2.19939 1.00812 -0.69575
N1 -0.70641 2.58075 -2.79979
C1 -3.33090 0.92731 -1.59689
C2 -0.24554 -0.08726 0.27855
C3 -1.18326 0.84220 2.26125
C4 5.91713 -3.44676 -4.43400
C5 -1.66423 4.18125 5.41584
C6 -0.23349 -2.80671 -1.60385
C7 -1.12626 0.14413 -1.07655
C8 3.69316 -3.50847 -2.93909
C9 -1.35050 2.88488 7.74063
H1 1.18778 0.32257 -4.02990
H2 -2.27617 1.08021 2.00768
H3 -1.59459 2.05533 8.40441
H4 -0.74029 -0.98835 0.79189
H5 6.39722 -4.05439 -3.66522
H6 3.28206 -4.14219 -3.72671
H7 5.36648 -4.08400 -5.12800
H8 -3.99070 0.01971 -1.36076
H9 4.24676 -4.11434 -2.21949
H10 -1.16590 -0.19730 2.71557
H11 -2.13042 4.26883 4.43412
H12 -1.56947 3.82786 8.24441
H13 -0.91216 1.56268 3.10822
H14 0.80847 -0.37416 -0.05349
H15 -1.87266 5.08106 5.99685
H16 -1.08232 3.08249 -1.98635
H17 -3.04170 0.95167 -2.70043
H18 -3.98119 1.84997 -1.40011
H19 2.88217 -2.99412 -2.42865
H20 -0.58717 4.05189 5.29586
H21 6.67736 -2.88799 -4.98025
H22 -1.45823 2.27863 -3.43928
H23 -0.29345 2.83733 7.47383

Forces on the atoms, in the same order (eV/Å):
-6.25 -2.44 -2.11
0.08 -0.16 -0.09
-0.12 0.03 -0.15
1.83 1.34 -0.72
1.15 2.67 1.18
-1.93 -0.45 2.40
-0.31 1.00 -2.69
0.13 -0.24 0.28
-0.23 -1.42 -0.37
2.34 0.74 3.44
0.01 0.38 0.17
-0.36 1.07 1.21
3.47 1.71 -1.14
0.13 -1.83 -1.24
-0.29 -2.52 -0.13
-1.70 0.69 -0.34
-0.82 -1.07 -0.17
-1.13 0.71 1.44
0.02 -0.07 -0.10
0.10 0.04 -0.05
0.70 -2.60 -0.81
0.51 0.92 0.98
0.02 -0.10 -0.01
0.11 -0.01 0.04
-0.83 -0.21 0.37
1.55 -0.40 -0.04
-0.06 0.03 -0.12
0.82 1.18 -0.58
-0.03 0.07 0.02
0.04 0.08 -0.03
-0.05 0.08 0.04
1.21 1.13 -0.45
0.04 0.06 -0.03
0.25 1.06 -0.76
-0.03 -0.09 0.09
-0.05 -0.03 -0.05
-0.10 -1.00 -1.36
-1.24 0.67 0.64
-0.04 -0.06 0.00
0.08 -0.31 -0.42
-0.21 -0.28 1.52
1.10 -1.22 -0.15
0.21 0.03 -0.07
-0.05 -0.07 0.03
-0.10 0.05 0.08
0.12 0.84 0.34
-0.06 -0.02 -0.07



# 4
Formula: C24H60CoGeNO5Si4Te
Source: the Open Molecules 2025 dataset
Level of theory: wB97M-V/def2-TZVPD

Values from the calculation:
* 2S+1: 2
* net charge: +1
* E_HOMO (alpha / beta): -10.79 / -10.82 eV
* HOMO-LUMO gap (alpha / beta): 6.479 / 6.463 eV
* ΔE to the lowest compared entry with this formula, charge and spin: 0.0 kcal per mole
* E_tot: -170535.8648 eV

Geometry (Å):
Te1 1.07684 0.44291 -1.28551
Ge1 -0.77493 1.02091 3.93646
Co1 0.33758 -0.09107 1.32137
Si1 -1.43000 -2.29017 -3.48131
Si2 -1.64153 1.74428 -3.56720
Si3 1.47301 -0.18240 -5.05143
Si4 -0.26871 -0.21324 -3.37767
O1 0.67978 0.01104 4.53078
O2 0.31360 -1.86433 0.35768
O3 -1.17694 -0.40230 2.64335
O4 2.08813 -1.50246 -0.84897
O5 0.28319 1.58738 2.31997
N1 2.11405 -0.55226 2.29799
C1 -2.79799 1.45017 -5.02112
C2 -2.62155 1.95874 -1.96482
C3 -1.65946 -2.45661 -5.34721
C4 2.30514 -2.80932 1.18626
C5 -2.43298 -1.07478 2.52630
C6 0.79046 2.88722 2.01517
C7 2.30730 -1.88641 -5.07695
C8 1.33960 0.11031 5.79518
C9 0.69459 3.76853 3.25766
C10 -3.24764 -0.91320 3.80553
C11 1.49355 -2.10396 0.15765
C12 -0.41512 -3.71759 -2.78291
C13 0.62713 1.07380 6.73552
C14 0.66919 0.20305 -6.72450
C15 -2.15051 -2.55237 2.29160
C16 -3.17339 -0.44040 1.35504
C17 -0.54730 3.25211 -3.85074
C18 1.36005 -1.28882 6.40578
C19 2.76654 0.59611 5.54089
C20 2.25376 2.77680 1.59888
C21 -3.12912 -2.24851 -2.68475
C22 3.01577 -1.63989 1.89092
C23 2.75686 1.14413 -4.66472
C24 -0.05075 3.49147 0.89309
H1 0.59837 -3.74397 -3.18467
H2 0.01445 3.17605 -4.78099
H3 0.59058 2.08190 6.31561
H4 2.65206 -2.16235 -4.08008
H5 -1.61962 -2.96699 3.14851
H6 3.07259 -3.46978 0.78250
H7 -3.27922 1.10808 -1.78089
H8 -1.96312 2.06352 -1.09903
H9 2.65410 0.30024 2.40411
H10 -0.34265 3.93485 3.54804
H11 2.30280 2.09936 -4.40206
H12 -4.15258 -1.52027 3.74479
H13 0.16699 3.40064 -3.03840
H14 3.41575 0.85158 -3.84902
H15 -0.36651 -3.66495 -1.69441
H16 2.75297 1.59041 5.08995
H17 -3.66610 -1.32745 -2.91375
H18 1.14980 4.73967 3.05922
H19 3.28232 -0.08966 4.86504
H20 -0.15146 -0.47452 -6.96371
H21 -3.45955 0.60383 -4.83532
H22 1.15549 1.12767 7.68860
H23 1.87814 -1.98010 5.73879
H24 -2.25589 1.26635 -5.95005
H25 -2.56929 -0.52601 0.44816
H26 -3.42569 2.33178 -5.17054
H27 -0.72264 -2.62362 -5.87920
H28 0.28461 1.22501 -6.74252
H29 2.64396 3.75527 1.31746
H30 -1.16503 4.15130 -3.90890
H31 3.70542 -1.19609 1.16861
H32 2.85813 2.41265 2.43352
H33 -0.90531 -4.65789 -3.04549
H34 -1.09840 3.52905 1.19145
H35 -4.13877 -0.91846 1.17708
H36 -1.54395 -2.69208 1.39699
H37 1.40670 0.12200 -7.52401
H38 -3.72556 -3.08193 -3.06224
H39 -2.14664 -1.58018 -5.77598
H40 1.86870 -1.29498 7.37107
H41 1.61708 -3.36277 1.81718
H42 3.60469 -2.02957 2.72248
H43 3.17690 -1.87997 -5.73654
H44 3.37512 1.30327 -5.55097
H45 1.22770 3.31123 4.09349
H46 -3.34439 0.61778 1.55835
H47 3.34214 0.64819 6.46617
H48 -3.24245 2.85616 -2.01437
H49 2.37749 2.11206 0.74110
H50 0.34017 -1.64686 6.54723
H51 0.02370 2.89353 -0.02150
H52 -2.67297 -1.25484 4.66866
H53 -3.06962 -2.35227 -1.60584
H54 -3.55067 0.12217 3.96533
H55 1.68436 -0.68830 3.22416
H56 -3.08523 -3.10198 2.16974
H57 -2.30706 -3.31543 -5.53908
H58 0.28149 4.50237 0.65398
H59 1.63117 -2.66667 -5.43416
H60 -0.39380 0.74309 6.93309

Forces on the atoms, in the same order (eV/Å):
0.69 -1.50 -0.06
0.27 -0.36 -0.37
-0.67 0.57 0.64
0.00 -0.11 0.06
-0.01 -0.01 0.23
-0.02 -0.16 -0.07
0.23 0.12 -0.31
-0.32 0.12 0.07
-1.89 -0.21 0.96
0.79 0.52 0.20
-0.07 0.57 0.35
-0.19 -0.52 -0.06
-0.07 -0.26 -0.29
0.16 0.06 0.14
0.15 -0.02 -0.24
0.05 -0.05 0.20
0.34 0.05 -0.24
-0.23 -0.14 -0.11
0.01 0.16 -0.09
-0.23 0.32 -0.02
0.05 -0.04 0.11
0.00 0.00 -0.05
0.03 -0.01 0.01
0.98 0.96 -1.73
-0.15 0.24 -0.13
0.00 0.03 0.03
0.05 -0.04 0.35
-0.10 -0.01 -0.14
-0.03 -0.10 -0.03
-0.17 -0.16 0.04
0.00 0.06 -0.04
-0.05 -0.02 0.01
0.00 0.03 0.02
0.16 0.06 -0.12
0.43 0.08 -0.06
-0.19 -0.17 -0.05
0.08 0.00 -0.01
0.01 0.03 0.01
0.04 -0.02 -0.05
-0.01 0.01 0.01
0.01 -0.02 0.07
0.05 -0.02 0.02
-0.12 0.03 -0.10
0.00 -0.05 0.00
0.00 -0.01 0.00
-0.07 0.02 -0.03
-0.03 -0.01 0.02
-0.04 0.05 0.00
0.03 0.02 -0.01
0.03 -0.01 0.04
0.02 -0.05 0.07
0.02 0.04 0.01
0.01 0.02 -0.02
-0.02 0.03 -0.01
-0.01 0.00 0.01
0.04 0.00 0.01
0.00 0.00 0.03
-0.02 -0.05 0.01
-0.01 0.00 -0.01
0.00 -0.04 -0.01
0.02 -0.01 0.01
0.00 -0.02 -0.09
0.00 0.02 0.00
0.02 0.02 0.01
-0.03 0.01 0.01
0.00 0.01 -0.01
-0.02 0.00 -0.01
0.07 -0.24 0.07
0.01 -0.01 -0.01
-0.01 -0.02 -0.02
-0.03 -0.01 -0.01
0.03 -0.01 0.00
-0.06 -0.01 0.08
0.09 -0.02 0.00
0.01 -0.03 -0.03
-0.02 0.05 -0.01
0.01 0.01 -0.01
0.06 -0.01 0.20
-0.06 0.06 0.10
0.01 0.06 -0.04
0.01 -0.01 -0.02
0.00 -0.01 0.02
-0.01 0.03 -0.02
-0.02 0.00 0.00
-0.01 0.01 -0.03
0.03 0.01 0.06
-0.01 -0.02 0.00
0.00 0.00 0.04
0.00 0.00 0.03
0.02 0.04 0.22
0.02 0.02 0.02
-0.10 0.00 0.11
-0.01 -0.01 0.01
-0.01 -0.03 -0.01
0.00 0.01 0.00
0.01 0.03 0.04
-0.02 0.01 0.00



- The lowest ΔE to the lowest compared entry with this formula, charge and spin belongs to which entry?
  C24H60CoGeNO5Si4Te



- Number 2 is which compound?
  C25H28N2O6



- Which formula does entry 1 have?
  C2H9N3